No. 1
The following is a quantum chemistry calculation of a cluster of 2 separate species, C22H34N in total, from the OMol25 dataset.

relative energy (zero: lowest compared OMol25 entry of this formula, charge and spin)	0.5653	eV
energy	-913.130236	a.u.
orbital gap	4.08	eV
E_HOMO	-9.8	eV

```
! wB97M-V def2-TZVPD RIJCOSX def2/J DEFGRID3
* xyz 1 1
C -0.785 -0.624 2.213
C 0.406 -0.047 1.582
C 1.728 -0.214 2.042
C 2.646 0.884 2.268
C 2.188 2.305 2.417
C 3.987 0.644 2.530
C 4.502 -0.648 2.625
C 5.974 -0.867 2.747
C 3.597 -1.717 2.590
C 2.242 -1.533 2.359
C 1.360 -2.737 2.519
H -1.602 0.105 2.312
H -1.150 -1.442 1.579
H -0.628 -1.044 3.214
H 0.233 0.634 0.721
H 3.068 2.947 2.582
H 1.650 2.695 1.545
H 1.538 2.432 3.300
H 4.656 1.482 2.705
H 6.203 -1.935 2.792
H 6.544 -0.439 1.912
H 6.351 -0.400 3.663
H 3.978 -2.725 2.773
H 1.991 -3.628 2.633
H 0.735 -2.674 3.422
H 0.707 -2.906 1.657
C -1.537 3.867 -1.859
C -0.836 3.022 -2.908
C -1.576 1.712 -3.128
N -1.781 0.997 -1.893
C -2.009 -0.364 -1.976
C -1.729 -1.180 -0.914
C -1.951 -2.655 -0.928
C -2.427 -3.207 -2.295
C -3.222 -2.215 -3.152
C -2.497 -0.878 -3.308
C -2.356 1.705 -0.768
C -1.775 3.101 -0.566
H -0.944 4.759 -1.653
H -2.501 4.186 -2.260
H -0.779 3.542 -3.866
H 0.193 2.798 -2.605
H -2.546 1.926 -3.611
H -0.989 1.096 -3.827
H -1.245 -0.746 -0.043
H -1.000 -3.162 -0.693
H -2.640 -2.959 -0.118
H -1.522 -3.490 -2.854
H -3.018 -4.116 -2.149
H -3.410 -2.651 -4.139
H -4.212 -2.027 -2.708
H -3.201 -0.183 -3.790
H -1.656 -0.989 -4.016
H -3.454 1.786 -0.892
H -2.207 1.117 0.150
H -0.835 3.005 -0.012
H -2.457 3.655 0.082
*
```

***

No. 2
The following is a quantum chemistry calculation of a structure of composition C34H30AlNP2S2, from the OMol25 dataset.

energy	-3089.540315	a.u.
orbital gap	8.23	eV
E_HOMO	-14.1	eV

```
! wB97M-V def2-TZVPD RIJCOSX def2/J DEFGRID3
* xyz 2 1
Al -0.332 0.860 0.215
S -1.243 2.883 0.623
C -2.513 1.801 0.156
N -2.171 0.544 -0.150
C -3.270 -0.216 -0.546
C -3.265 -1.542 -0.962
C -4.465 -2.121 -1.326
C -5.659 -1.398 -1.281
C -5.673 -0.076 -0.876
C -4.467 0.506 -0.513
S -4.172 2.153 0.014
H -2.334 -2.094 -1.001
H -4.484 -3.151 -1.654
H -6.585 -1.875 -1.570
H -6.592 0.495 -0.845
C 2.888 -0.627 0.303
C 1.915 -1.517 1.093
P 0.562 -0.580 1.914
C -0.595 -1.820 2.541
C -1.096 -1.745 3.838
C -1.988 -2.709 4.283
C -2.388 -3.736 3.440
C -1.904 -3.800 2.139
C -1.013 -2.842 1.687
C 1.319 0.264 3.314
C 1.152 1.640 3.468
C 1.738 2.292 4.542
C 2.488 1.571 5.460
C 2.652 0.199 5.309
C 2.070 -0.460 4.242
C 2.564 -0.508 -1.192
P 1.147 0.585 -1.660
C 1.855 2.224 -1.958
C 1.835 2.820 -3.215
C 2.414 4.069 -3.386
C 3.006 4.721 -2.315
C 3.010 4.136 -1.055
C 2.428 2.894 -0.873
C 0.542 -0.067 -3.230
C 1.454 -0.487 -4.199
C 0.986 -0.976 -5.406
C -0.380 -1.051 -5.650
C -1.286 -0.631 -4.687
C -0.828 -0.138 -3.476
H 3.885 -1.061 0.381
H 2.960 0.363 0.766
H 2.442 -2.036 1.894
H 1.478 -2.286 0.454
H -0.790 -0.946 4.501
H -2.372 -2.658 5.293
H -3.076 -4.490 3.796
H -2.216 -4.601 1.483
H -0.633 -2.900 0.673
H 0.550 2.195 2.757
H 1.604 3.358 4.668
H 2.943 2.079 6.299
H 3.235 -0.359 6.030
H 2.187 -1.533 4.139
H 2.345 -1.496 -1.604
H 3.434 -0.118 -1.721
H 1.373 2.317 -4.054
H 2.399 4.536 -4.362
H 3.462 5.691 -2.458
H 3.463 4.651 -0.219
H 2.416 2.442 0.116
H 2.521 -0.421 -4.022
H 1.690 -1.299 -6.162
H -0.738 -1.436 -6.596
H -2.349 -0.685 -4.882
H -1.532 0.201 -2.725
*
```

***

No. 3
The following is a quantum chemistry calculation of a cluster of 9 separate species, C20H41BO38S9 in total, from the OMol25 dataset.

energy	-7254.249029	a.u.
orbital gap	10.23	eV
E_HOMO	-10.2	eV

```
! wB97M-V def2-TZVPD RIJCOSX def2/J DEFGRID3
* xyz 0 1
O 5.479 1.590 0.899
S 4.741 2.522 0.084
O 3.924 3.462 1.133
C 3.458 4.715 0.561
C 2.245 4.610 -0.389
C 1.800 3.174 -0.651
O 0.571 3.157 -1.367
B -0.586 3.038 -0.602
O -1.561 4.008 -0.676
O -0.774 1.965 0.233
C 2.850 2.467 -1.524
O 3.635 1.597 -0.663
H 3.169 5.321 1.415
H 4.276 5.255 0.087
H 2.434 5.087 -1.346
H 1.398 5.133 0.062
H 1.751 2.641 0.300
H -1.368 4.783 -0.142
H -0.448 1.162 -0.188
H 2.382 1.880 -2.305
H 3.562 3.182 -1.946
C 3.027 7.793 -4.745
C 1.673 8.230 -4.225
O 1.751 7.985 -2.812
S 3.243 8.230 -2.302
O 3.355 9.529 -1.750
O 3.643 7.083 -1.564
O 3.950 8.220 -3.730
H 3.093 6.708 -4.837
H 3.285 8.254 -5.694
H 0.852 7.664 -4.655
H 1.505 9.297 -4.382
C 8.346 -0.555 -1.380
C 7.197 0.427 -1.347
O 7.317 1.146 -2.589
S 7.893 0.180 -3.720
O 6.820 -0.334 -4.495
O 8.997 0.822 -4.335
O 8.411 -0.979 -2.754
H 9.292 -0.077 -1.121
H 8.185 -1.413 -0.734
H 7.252 1.110 -0.508
H 6.233 -0.084 -1.338
C 3.324 0.178 3.128
C 2.571 1.141 4.019
O 1.959 0.296 5.013
S 2.903 -0.951 5.306
O 3.674 -0.681 6.469
O 2.134 -2.138 5.186
O 3.851 -0.806 4.038
H 2.652 -0.325 2.431
H 4.131 0.655 2.579
H 1.807 1.702 3.489
H 3.248 1.832 4.524
C -0.252 -4.756 6.140
C -0.516 -3.463 6.878
O -1.658 -2.908 6.213
S -2.615 -4.084 5.699
O -3.653 -4.290 6.644
O -2.893 -3.873 4.329
O -1.557 -5.279 5.859
H 0.264 -4.577 5.195
H 0.314 -5.470 6.733
H 0.321 -2.775 6.822
H -0.779 -3.641 7.923
C -5.727 -3.188 0.390
C -7.075 -2.686 0.859
O -7.056 -2.918 2.279
S -5.568 -2.746 2.843
O -5.415 -1.438 3.373
O -5.229 -3.891 3.599
O -4.818 -2.797 1.426
H -5.709 -4.277 0.308
H -5.425 -2.747 -0.556
H -7.902 -3.213 0.407
H -7.185 -1.616 0.684
C -8.746 -5.340 -3.059
C -10.211 -4.974 -3.058
O -10.246 -3.669 -2.463
S -8.923 -2.870 -2.847
O -9.186 -2.005 -3.938
O -8.353 -2.379 -1.640
O -8.065 -4.106 -3.379
H -8.408 -5.672 -2.075
H -8.507 -6.093 -3.800
H -10.820 -5.661 -2.477
H -10.606 -4.904 -4.074
C 7.971 1.346 6.614
C 6.543 1.178 6.146
O 6.599 1.420 4.731
S 7.998 0.909 4.157
O 7.835 -0.387 3.604
O 8.591 1.959 3.410
O 8.752 0.765 5.560
H 8.245 2.399 6.710
H 8.168 0.835 7.552
H 5.861 1.879 6.616
H 6.184 0.161 6.308
C -9.055 -3.782 -8.383
C -8.139 -4.853 -8.942
O -7.103 -4.973 -7.957
S -7.704 -4.699 -6.502
O -8.005 -5.951 -5.898
O -6.896 -3.727 -5.872
O -9.080 -4.042 -6.971
H -8.653 -2.781 -8.543
H -10.062 -3.839 -8.785
H -7.708 -4.584 -9.901
H -8.650 -5.814 -9.026
*
```

***

No. 4
The following is a quantum chemistry calculation of a cluster of 2 separate species, C4H12N2O in total, from the OMol25 dataset.

relative energy (zero: lowest compared OMol25 entry of this formula, charge and spin)	0.9706	eV
energy	-344.279726	a.u.
orbital gap (spin up / spin down)	4.03 / 7.24	eV
E_HOMO (spin up / spin down)	0.0 / -3.2	eV
⟨S²⟩	0.75

```
! wB97M-V def2-TZVPD RIJCOSX def2/J DEFGRID3
* xyz -1 2
C 0.125 1.577 -0.156
C -0.539 0.760 -1.270
C 0.098 -0.644 -1.313
C -0.112 -2.754 -0.300
N -0.281 -1.429 -0.161
N -0.637 1.458 1.116
H 0.267 2.632 -0.419
H 1.124 1.170 0.023
H -1.625 0.703 -1.168
H -0.452 1.144 -2.298
H 1.198 -0.587 -1.327
H -0.194 -1.061 -2.305
H -0.225 -3.292 0.645
H -0.426 -3.228 -1.245
H -1.161 0.586 1.135
H -1.355 2.161 0.929
H 1.933 -0.322 2.879
H 0.794 0.599 2.270
O 1.466 0.526 2.966
*
```

***

No. 5
The following is a quantum chemistry calculation of a cluster of 6 separate species, C34H86N6O11 in total, from the OMol25 dataset.

relative energy (zero: lowest compared OMol25 entry of this formula, charge and spin)	7.1490	eV
energy	-2502.650975	a.u.
orbital gap	8.75	eV
E_HOMO	-8.3	eV
SMILES	COC[C@H](C)N.COCCNCCOC.COCCNCCOC.COCCNCCOC.COCCNCCOC.COCCNCCOC

```
! wB97M-V def2-TZVPD RIJCOSX def2/J DEFGRID3
* xyz 0 1
C -0.253 -1.610 4.768
O -1.298 -1.920 3.809
C -0.864 -1.960 2.411
C -2.045 -2.036 1.374
C -1.814 -1.538 -0.026
N -3.167 -1.448 2.042
H -0.710 -1.621 5.757
H 0.265 -0.714 4.426
H 0.474 -2.420 4.707
H -0.282 -1.076 2.151
H -0.160 -2.789 2.335
H -2.470 -3.038 1.328
H -1.376 -0.545 0.081
H -2.676 -1.598 -0.690
H -1.023 -2.155 -0.452
H -3.153 -0.451 1.886
H -2.942 -1.705 2.993
C -5.533 8.187 -3.860
O -4.208 7.855 -3.483
C -3.768 6.497 -3.803
C -2.171 6.341 -3.585
N -1.674 7.083 -2.456
C -0.240 7.254 -2.646
C 0.537 6.088 -3.236
O 0.535 4.817 -2.663
C 0.869 4.697 -1.323
H -5.861 9.218 -3.991
H -6.169 7.697 -3.122
H -5.838 7.869 -4.857
H -3.960 6.156 -4.820
H -4.299 5.815 -3.139
H -1.728 6.655 -4.530
H -1.926 5.287 -3.455
H -2.154 7.966 -2.356
H 0.006 7.318 -1.586
H 0.046 8.226 -3.050
H 1.585 6.380 -3.304
H 0.293 5.789 -4.256
H 1.703 5.324 -1.010
H 1.164 3.721 -0.936
H 0.113 5.069 -0.630
C -9.075 -8.411 13.838
O -8.537 -8.807 12.618
C -7.185 -9.246 12.493
C -6.218 -8.090 12.322
N -6.299 -7.445 11.053
C -5.457 -7.930 10.007
C -5.843 -7.286 8.665
O -7.067 -7.827 8.237
C -7.774 -7.079 7.185
H -9.767 -7.592 13.645
H -8.362 -7.884 14.473
H -9.421 -9.222 14.479
H -7.059 -9.809 11.568
H -6.981 -9.818 13.398
H -5.241 -8.542 12.491
H -6.475 -7.289 13.016
H -7.279 -7.419 10.810
H -5.535 -8.995 9.788
H -4.416 -7.933 10.329
H -5.251 -7.585 7.799
H -5.854 -6.208 8.822
H -8.315 -6.147 7.352
H -8.461 -7.742 6.659
H -7.047 -6.961 6.382
C 1.041 -6.215 -5.858
O 1.981 -6.440 -6.863
C 1.678 -5.888 -8.098
C 2.840 -5.096 -8.694
N 2.477 -4.381 -9.952
C 1.215 -3.549 -10.046
C 1.113 -2.489 -8.906
O 2.047 -1.507 -9.371
C 1.919 -0.377 -8.492
H 0.020 -6.532 -6.069
H 1.068 -5.224 -5.405
H 1.398 -6.739 -4.971
H 0.731 -5.349 -8.079
H 1.520 -6.674 -8.837
H 3.834 -5.539 -8.756
H 2.882 -4.343 -7.907
H 3.134 -3.683 -10.272
H 0.369 -4.235 -10.092
H 0.980 -2.945 -10.921
H 1.249 -3.006 -7.956
H 0.059 -2.210 -8.915
H 2.498 0.454 -8.895
H 2.213 -0.617 -7.471
H 0.882 -0.096 -8.679
C 10.080 -1.912 -9.254
O 9.972 -0.944 -8.191
C 8.799 -0.056 -8.302
C 8.523 0.825 -7.003
N 8.495 -0.099 -5.824
C 7.171 -0.619 -5.558
C 6.997 -1.754 -4.577
O 7.797 -2.764 -4.906
C 7.621 -3.922 -4.112
H 9.541 -1.456 -10.085
H 9.742 -2.921 -9.019
H 11.133 -1.930 -9.535
H 7.959 -0.710 -8.539
H 8.778 0.620 -9.157
H 7.683 1.500 -7.168
H 9.377 1.501 -6.946
H 9.132 -0.866 -5.988
H 6.687 -1.046 -6.436
H 6.498 0.192 -5.278
H 5.949 -2.002 -4.409
H 7.190 -1.242 -3.634
H 8.076 -3.909 -3.121
H 8.036 -4.765 -4.665
H 6.553 -4.118 -4.018
C -2.579 4.830 7.131
O -2.247 6.172 6.709
C -0.975 6.238 5.986
C -0.920 7.608 5.304
N -1.020 8.837 6.057
C -0.255 9.957 5.452
C 1.298 9.676 5.194
O 1.652 9.066 3.906
C 3.122 8.795 3.758
H -1.775 4.227 7.553
H -3.013 4.385 6.236
H -3.400 4.870 7.846
H -0.803 5.510 5.193
H -0.137 6.161 6.678
H -1.758 7.692 4.612
H -0.027 7.589 4.680
H -1.942 9.198 5.856
H -0.454 10.764 6.157
H -0.712 10.262 4.510
H 1.632 9.013 5.993
H 1.686 10.687 5.074
H 3.858 9.591 3.874
H 3.445 8.481 2.765
H 3.478 8.053 4.473
*
```

***

No. 6
The following is a quantum chemistry calculation of a cluster of 10 separate species, C20H60O20 in total, from the OMol25 dataset.

relative energy (zero: lowest compared OMol25 entry of this formula, charge and spin)	2.1738	eV
energy	-2302.608647	a.u.
orbital gap	9.94	eV
E_HOMO	-9.7	eV
SMILES	OCCO.OCCO.OCCO.OCCO.OCCO.OCCO.OCCO.OCCO.OCCO.OCCO

```
! wB97M-V def2-TZVPD RIJCOSX def2/J DEFGRID3
* xyz 0 1
O -4.773 4.028 -0.888
C -3.809 3.420 -1.757
C -2.298 3.731 -1.594
O -1.993 3.387 -0.246
H -4.823 4.943 -1.222
H -3.836 2.366 -1.567
H -4.024 3.607 -2.818
H -2.008 4.717 -1.925
H -1.853 3.018 -2.272
H -1.901 4.184 0.327
O -3.457 -2.835 -1.448
C -2.188 -3.318 -1.104
C -2.172 -3.797 0.377
O -2.418 -2.674 1.311
H -3.506 -1.866 -1.340
H -1.970 -4.149 -1.779
H -1.419 -2.541 -1.259
H -1.126 -3.949 0.494
H -2.844 -4.575 0.636
H -3.340 -2.417 1.288
O 3.968 1.976 0.719
C 4.473 1.800 2.022
C 5.197 0.457 2.209
O 6.418 0.331 1.492
H 4.434 2.445 -0.009
H 5.218 2.558 2.312
H 3.635 1.834 2.698
H 4.585 -0.409 1.989
H 5.429 0.416 3.277
H 7.177 0.880 1.849
O 2.600 4.540 -1.651
C 1.547 3.685 -1.155
C 1.211 3.924 0.272
O 0.373 5.058 0.315
H 2.205 5.413 -1.654
H 0.696 3.860 -1.838
H 1.982 2.703 -1.258
H 2.124 4.123 0.839
H 0.708 3.041 0.663
H 0.316 5.481 1.192
O -3.556 1.387 -5.993
C -3.650 -0.025 -5.950
C -2.321 -0.567 -5.380
O -1.959 0.109 -4.109
H -3.179 1.623 -5.155
H -4.497 -0.364 -5.332
H -3.757 -0.411 -6.994
H -1.464 -0.395 -6.010
H -2.416 -1.645 -5.261
H -2.155 -0.353 -3.281
O 1.809 0.282 4.022
C 0.659 1.067 3.799
C -0.549 0.216 3.505
O -1.675 1.040 3.038
H 1.848 -0.449 3.392
H 0.477 1.714 4.680
H 0.854 1.732 2.907
H -0.893 -0.274 4.386
H -0.228 -0.548 2.764
H -2.183 0.546 2.376
O -3.606 1.174 0.698
C -5.027 1.184 0.960
C -5.720 -0.145 0.630
O -5.452 -1.175 1.519
H -3.310 2.093 0.696
H -5.138 1.424 2.035
H -5.523 1.957 0.367
H -5.382 -0.437 -0.369
H -6.807 0.009 0.500
H -5.643 -1.031 2.419
O 2.707 -2.116 2.461
C 3.311 -3.300 2.963
C 4.734 -3.046 3.355
O 5.211 -4.207 3.998
H 2.707 -2.065 1.454
H 2.678 -3.654 3.795
H 3.341 -4.125 2.230
H 4.886 -2.116 3.887
H 5.352 -2.875 2.425
H 6.173 -4.215 3.929
O 3.326 -2.518 -0.098
C 2.649 -3.012 -1.227
C 3.247 -4.308 -1.817
O 4.642 -4.251 -2.251
H 3.924 -1.862 -0.501
H 1.641 -3.270 -0.814
H 2.506 -2.216 -2.000
H 2.503 -4.562 -2.593
H 3.278 -5.067 -1.025
H 5.075 -4.732 -1.553
O 0.478 -1.276 0.579
C 0.552 -0.067 -0.089
C -0.310 0.020 -1.352
O -1.685 -0.236 -1.081
H -0.387 -1.400 0.957
H 0.188 0.712 0.610
H 1.558 0.137 -0.383
H -0.020 -0.701 -2.123
H -0.197 0.992 -1.773
H -2.158 0.198 -0.320
*
```

***

Computed F_max, in the same sequence as the records: 0.03500; 0.01289; 0.03057; 0.02948; 0.07841; 0.06596 Eh/bohr.